[1]
An isolated molecule of C19H21N3O. Source: the Open Molecules 2025 dataset; level of theory: the ωB97M-V functional and the def2-TZVPD basis.

Atoms and positions in Å:
C1 4.371 -6.133 1.743
C2 3.226 -5.233 1.306
O1 3.099 -4.204 2.266
C3 2.133 -3.261 2.100
C4 2.065 -2.280 3.092
C5 1.122 -1.279 3.021
C6 0.221 -1.221 1.962
C7 0.293 -2.194 0.980
C8 1.235 -3.209 1.041
H1 1.254 -3.950 0.257
H2 -0.403 -2.164 0.155
C9 -0.786 -0.098 1.900
N1 -1.792 -0.319 0.870
C10 -2.303 0.760 0.181
N2 -3.575 1.074 0.115
C11 -3.647 2.120 -0.747
C12 -2.399 2.462 -1.204
N3 -1.529 1.568 -0.596
C13 -0.146 1.351 -0.916
H3 0.035 1.641 -1.952
H4 0.521 1.931 -0.271
H5 0.083 0.292 -0.791
C14 -2.011 3.535 -2.098
C15 -0.833 4.262 -1.925
C16 -0.509 5.293 -2.788
C17 -1.354 5.622 -3.834
C18 -2.535 4.917 -4.006
C19 -2.861 3.884 -3.150
H6 -3.776 3.329 -3.291
H7 -3.202 5.173 -4.816
H8 -1.098 6.427 -4.507
H9 0.407 5.846 -2.638
H10 -0.179 4.042 -1.095
H11 -4.587 2.586 -0.961
H12 -2.552 -0.902 1.200
H13 -0.262 0.837 1.685
H14 -1.252 0.021 2.890
H15 1.081 -0.529 3.798
H16 2.765 -2.331 3.910
H17 3.438 -4.803 0.316
H18 2.292 -5.810 1.245
H19 5.291 -5.558 1.805
H20 4.159 -6.552 2.723
H21 4.501 -6.941 1.029

For the HOMO-LUMO gap, the calculation gives 8.186 eV. Its SMILES is CCOc1ccc(CNc2ncc(-c3ccccc3)n2C)cc1. As for the calculated total energy: -976.12763 a.u. As for the total charge: 0.



[2]
An isolated molecule of C19H21N3O3. Source: the Open Molecules 2025 dataset; level of theory: the ωB97M-V functional and the def2-TZVPD basis.

Atoms and positions in Å:
C1 7.233 0.795 0.021
H1 8.297 0.611 0.164
O1 6.690 -0.416 -0.479
C2 5.303 -0.552 -0.335
O2 4.889 -0.535 0.999
C3 5.332 -1.640 1.756
H2 6.424 -1.709 1.756
H3 4.918 -2.574 1.358
H4 4.971 -1.479 2.769
C4 4.505 0.536 -1.077
N1 3.099 0.238 -1.075
C5 2.190 1.058 -0.487
O3 2.471 2.174 -0.096
C6 0.807 0.504 -0.417
C7 0.563 -0.845 -0.218
C8 -0.759 -1.260 -0.142
N2 -1.279 -2.520 0.027
C9 -2.563 -2.366 0.007
N3 -2.971 -1.069 -0.151
C10 -1.817 -0.325 -0.252
C11 -1.571 1.024 -0.460
C12 -0.253 1.418 -0.528
H5 -0.002 2.457 -0.672
H6 -2.374 1.737 -0.572
C13 -4.298 -0.614 -0.171
C14 -4.654 0.527 0.539
C15 -5.963 0.984 0.530
C16 -6.916 0.276 -0.194
C17 -6.567 -0.867 -0.891
C18 -5.259 -1.318 -0.887
H7 -4.979 -2.201 -1.441
H8 -7.317 -1.410 -1.446
H9 -7.939 0.622 -0.207
C19 -6.345 2.225 1.276
H10 -7.291 2.086 1.795
H11 -5.581 2.497 2.001
H12 -6.466 3.055 0.580
H13 -3.904 1.047 1.118
H14 -3.266 -3.167 0.130
H15 1.356 -1.566 -0.091
H16 2.814 -0.682 -1.369
H17 4.615 1.493 -0.563
H18 4.891 0.612 -2.100
H19 5.095 -1.540 -0.788
H20 6.773 1.064 0.974
H21 7.098 1.613 -0.693

For the HOMO-LUMO gap, the calculation gives 9.333 eV. Its SMILES is COC(CNC(=O)c1ccc2c(c1)ncn2-c1cccc(C)c1)OC. As for the calculated total energy: -1126.62822 a.u. As for the total charge: 0.



[3]
An isolated molecule of C19H21N3O3S. Source: the Open Molecules 2025 dataset; level of theory: the ωB97M-V functional and the def2-TZVPD basis.

Atoms and positions in Å:
O1 -2.830 -1.848 0.483
C1 -3.302 -0.819 0.050
N1 -2.549 0.310 -0.133
C2 -1.194 0.432 0.161
C3 -0.331 -0.521 0.683
C4 0.991 -0.157 0.896
C5 1.422 1.118 0.589
C6 0.567 2.078 0.069
C7 -0.746 1.725 -0.139
C8 -1.880 2.552 -0.665
H1 -1.660 2.943 -1.658
H2 -2.077 3.401 -0.009
C9 -3.059 1.564 -0.686
H3 -3.896 1.923 -0.083
H4 -3.417 1.398 -1.707
H5 0.947 3.064 -0.144
S1 3.129 1.558 0.820
O2 3.242 2.919 1.254
O3 3.794 0.543 1.586
N2 3.655 1.565 -0.784
H6 4.516 2.090 -0.841
C10 3.727 0.262 -1.417
C11 4.659 -0.707 -0.737
C12 5.985 -0.380 -0.481
C13 6.793 -1.294 0.172
C14 6.243 -2.512 0.538
N3 4.989 -2.844 0.286
C15 4.223 -1.963 -0.328
H7 3.201 -2.276 -0.507
H8 6.830 -3.261 1.055
H9 7.823 -1.064 0.394
H10 6.380 0.582 -0.783
H11 2.711 -0.142 -1.413
H12 4.034 0.414 -2.457
H13 1.702 -0.853 1.311
H14 -0.684 -1.511 0.918
C16 -4.768 -0.679 -0.305
H15 -4.872 -0.286 -1.317
C17 -5.604 -1.945 -0.052
H16 -6.046 -2.396 -0.937
H17 -5.033 -2.698 0.486
C18 -6.561 -1.139 0.838
H18 -6.702 -1.530 1.843
H19 -7.535 -0.972 0.385
C19 -5.629 0.077 0.734
H20 -6.098 0.991 0.375
H21 -5.092 0.290 1.658

For the HOMO-LUMO gap, the calculation gives 9.210 eV. Its SMILES is O=C(C1CCC1)N1CCc2cc(S(=O)(=O)NCc3cccnc3)ccc21. As for the calculated total energy: -1524.77778 a.u. As for the total charge: 0.



[4]
An isolated molecule of C19H21N3O4S. Source: the Open Molecules 2025 dataset; level of theory: the ωB97M-V functional and the def2-TZVPD basis.

Atoms and positions in Å:
C1 -0.196 0.443 -2.502
C2 -0.333 -1.049 -2.775
C3 -1.376 -1.706 -1.868
N1 -1.024 -1.607 -0.477
C4 -1.518 -0.726 0.440
N2 -0.958 -0.900 1.608
N3 -0.073 -1.891 1.487
C5 -0.101 -2.324 0.247
C6 0.708 -3.407 -0.223
C7 1.614 -4.164 0.478
C8 2.129 -5.105 -0.439
C9 1.507 -4.858 -1.624
O1 0.645 -3.833 -1.508
H1 1.584 -5.320 -2.588
H2 2.861 -5.861 -0.243
H3 1.856 -4.046 1.513
S1 -2.715 0.470 0.077
C10 -2.929 1.174 1.733
C11 -1.653 1.566 2.486
O2 -1.676 1.549 3.688
C12 -0.495 1.978 1.667
C13 -0.670 2.754 0.523
C14 0.410 3.080 -0.283
C15 1.671 2.591 0.055
C16 1.857 1.828 1.188
C17 0.788 1.530 2.035
O3 0.888 0.822 3.172
C18 2.060 0.087 3.423
H4 1.852 -0.485 4.325
H5 2.921 0.741 3.597
H6 2.275 -0.605 2.602
H7 2.848 1.472 1.419
H8 2.503 2.827 -0.591
O4 0.342 3.839 -1.416
C19 -0.912 4.340 -1.808
H9 -0.734 4.894 -2.728
H10 -1.625 3.532 -2.004
H11 -1.329 5.017 -1.055
H12 -1.659 3.112 0.287
H13 -3.473 0.456 2.346
H14 -3.552 2.060 1.589
H15 -1.479 -2.764 -2.125
H16 -2.344 -1.210 -1.993
H17 0.630 -1.541 -2.630
H18 -0.640 -1.211 -3.809
H19 0.518 0.892 -3.186
H20 0.153 0.621 -1.487
H21 -1.156 0.940 -2.626

For the HOMO-LUMO gap, the calculation gives 8.147 eV. Its SMILES is CCCn1c(SCC(=O)c2cc(OC)ccc2OC)nnc1-c1ccco1. As for the calculated total energy: -1599.97598 a.u. As for the total charge: 0.



[5]
An isolated molecule of C19H21N3O5S2. Source: the Open Molecules 2025 dataset; level of theory: the ωB97M-V functional and the def2-TZVPD basis.

Atoms and positions in Å:
O1 -3.440 2.224 -3.512
O2 1.460 -3.417 3.584
O3 3.430 -3.369 2.236
N1 0.267 0.999 -0.925
O4 -3.298 0.302 -2.357
O5 -1.999 -3.898 -1.491
S1 -0.795 -3.624 1.027
C1 -2.824 1.331 -2.913
C2 -0.755 1.592 -1.488
C3 -0.907 -3.492 -0.740
C4 0.401 -3.463 -1.194
C5 1.452 -3.353 -0.228
C6 0.936 -3.286 1.023
C7 -2.233 4.741 0.339
C8 -1.463 4.525 1.527
C9 -2.200 3.746 -0.715
C10 -0.500 3.566 1.563
C11 -1.189 2.758 -0.608
C12 -0.416 2.668 0.509
N2 0.412 1.591 0.274
N3 2.104 -1.157 2.229
C13 -3.068 -4.596 -1.002
C14 -1.237 1.307 -2.939
C15 0.838 -0.475 1.802
C16 3.268 0.959 -0.376
C17 3.291 -0.444 1.839
C18 1.181 0.978 1.392
C19 2.799 0.929 1.167
S2 2.047 -2.863 2.409
H1 -4.241 0.444 -2.371
H2 0.694 -3.598 -2.183
H3 2.468 -3.395 -0.607
H4 -2.927 5.578 0.270
H5 -1.288 5.233 2.321
H6 -2.825 3.831 -1.556
H7 0.226 3.456 2.346
H8 -3.832 -3.929 -0.700
H9 -2.976 -5.323 -0.201
H10 -3.444 -5.117 -1.902
H11 -0.983 2.064 -3.611
H12 -0.910 0.245 -3.258
H13 0.320 -0.847 0.856
H14 0.180 -0.565 2.605
H15 3.237 2.005 -0.796
H16 2.578 0.491 -1.085
H17 4.255 0.656 -0.480
H18 3.915 -1.122 1.157
H19 3.764 -0.221 2.821
H20 1.051 1.546 2.264
H21 3.171 1.789 1.677

For the HOMO-LUMO gap, the calculation gives 8.750 eV. Its SMILES is COc1ccc(S(=O)(=O)N2C[C@@H](C)[C@@H](n3nc(CC(=O)O)c4ccccc43)C2)s1. As for the calculated total energy: -2073.30341 a.u. As for the total charge: 0.



[6]
An isolated molecule of C19H21N3S. Source: the Open Molecules 2025 dataset; level of theory: the ωB97M-V functional and the def2-TZVPD basis.

Atoms and positions in Å:
C1 -0.297 5.331 3.491
C2 0.234 4.190 2.678
C3 0.635 4.389 1.361
C4 1.136 3.350 0.604
C5 1.248 2.070 1.147
C6 0.868 1.868 2.472
C7 0.366 2.918 3.218
H1 0.080 2.742 4.244
H2 0.987 0.894 2.920
N1 1.773 1.057 0.345
C8 1.831 -0.294 0.568
N2 0.795 -0.922 1.172
C9 0.937 -2.335 1.440
H3 0.238 -2.614 2.228
H4 0.741 -2.939 0.549
H5 1.954 -2.535 1.773
C10 -0.581 -0.478 0.932
C11 -0.995 -0.758 -0.477
C12 -0.790 0.062 -1.552
N3 -1.216 -0.533 -2.702
C13 -1.704 -1.771 -2.390
C14 -2.245 -2.755 -3.210
C15 -2.666 -3.923 -2.614
C16 -2.560 -4.114 -1.234
C17 -2.026 -3.145 -0.415
C18 -1.582 -1.953 -0.990
H6 -1.952 -3.305 0.650
H7 -2.904 -5.044 -0.807
H8 -3.089 -4.709 -3.222
H9 -2.332 -2.609 -4.276
C19 -1.152 0.031 -4.019
H10 -0.753 1.042 -3.960
H11 -0.502 -0.568 -4.663
H12 -2.148 0.069 -4.468
H13 -0.370 1.051 -1.570
H14 -0.664 0.590 1.137
H15 -1.221 -1.016 1.634
S1 3.183 -1.089 0.031
H16 2.486 1.362 -0.307
H17 1.451 3.523 -0.415
H18 0.553 5.374 0.923
H19 -0.778 4.972 4.397
H20 -1.016 5.911 2.916
H21 0.517 5.998 3.776

For the HOMO-LUMO gap, the calculation gives 8.451 eV. Its SMILES is Cc1ccc(NC(=S)N(C)Cc2cn(C)c3ccccc23)cc1. As for the calculated total energy: -1299.08968 a.u. As for the total charge: 0.



[7]
A structure of composition C19H21N5O3S. Source: the Open Molecules 2025 dataset; level of theory: the ωB97M-V functional and the def2-TZVPD basis.

Atoms and positions in Å:
C1 -6.278 -2.360 0.147
C2 -4.885 -2.559 -0.728
H1 -5.088 -2.737 -1.787
H2 -4.363 -3.349 -0.276
O1 -4.270 -1.514 -0.962
C3 -3.558 -1.126 0.292
O2 -3.488 -1.893 1.370
C4 -2.834 0.255 -0.068
C5 -2.962 1.101 -1.156
N1 -2.117 2.105 -0.823
C6 -1.583 2.243 0.423
C7 -2.034 0.944 0.882
C8 -1.569 0.141 2.221
H3 -0.528 0.098 2.419
H4 -2.225 -0.554 2.425
H5 -1.825 1.053 3.221
C9 -0.634 2.987 0.835
O3 -0.833 4.203 0.379
C10 0.495 3.033 1.784
H6 -0.101 2.757 2.929
H7 0.954 3.823 1.836
S1 1.393 1.615 1.709
C11 1.656 1.655 -0.107
N2 0.822 2.249 -0.826
N3 1.339 2.113 -2.456
N4 2.426 1.198 -2.194
N5 2.613 0.692 -0.901
C12 3.715 0.220 -0.568
C13 4.661 -0.096 -1.316
C14 5.851 -0.897 -1.030
C15 5.869 -1.438 0.057
C16 4.752 -1.452 0.852
C17 3.724 -0.595 0.687
H8 2.839 -0.696 1.327
H9 4.758 -2.028 1.920
C18 7.077 -2.208 0.479
H10 7.113 -3.250 -0.415
H11 7.959 -1.827 0.606
H12 6.947 -2.747 1.473
H13 6.526 -0.818 -1.697
H14 4.783 0.399 -2.203
H15 -2.107 2.997 -1.196
C19 -3.757 0.882 -2.300
H16 -4.776 0.721 -2.107
H17 -3.567 1.832 -3.057
H18 -3.212 -0.059 -2.846
H19 -6.846 -1.678 -0.339
H20 -5.966 -2.241 1.129
H21 -6.871 -3.193 -0.047

For the HOMO-LUMO gap, the calculation gives 7.866 eV. As for the calculated total energy: -1633.64194 a.u. As for the total charge: 0.



[8]
An isolated molecule of C19H21NO4. Source: the Open Molecules 2025 dataset; level of theory: the ωB97M-V functional and the def2-TZVPD basis.

Atoms and positions in Å:
C1 5.032 1.504 2.135
C2 3.562 1.670 1.860
O1 2.680 1.412 2.637
O2 3.356 2.145 0.627
C3 2.005 2.296 0.203
H1 1.385 2.522 1.077
C4 1.503 1.007 -0.484
N1 0.075 0.907 -0.651
C5 -0.648 0.606 0.580
C6 -0.359 -0.805 1.018
C7 0.500 -1.062 2.075
C8 0.806 -2.363 2.473
C9 0.221 -3.386 1.770
C10 -0.642 -3.134 0.702
C11 -0.947 -1.857 0.307
H2 -1.613 -1.665 -0.517
O3 -1.081 -4.326 0.183
C12 -0.473 -5.333 0.960
O4 0.345 -4.741 1.945
H3 0.140 -5.980 0.312
H4 -1.252 -5.945 1.446
H5 1.473 -2.558 3.296
H6 0.954 -0.239 2.606
H7 -0.403 1.307 1.393
H8 -1.713 0.703 0.357
C13 -0.523 1.990 -1.412
C14 -1.847 1.554 -1.984
C15 -2.981 2.346 -1.874
C16 -4.187 1.923 -2.407
C17 -4.272 0.700 -3.048
C18 -3.144 -0.097 -3.160
C19 -1.939 0.329 -2.635
H9 -1.055 -0.285 -2.712
H10 -3.207 -1.054 -3.659
H11 -5.214 0.368 -3.459
H12 -5.063 2.549 -2.316
H13 -2.921 3.299 -1.368
H14 -0.659 2.906 -0.812
H15 0.156 2.226 -2.238
H16 1.823 0.153 0.119
H17 1.974 0.925 -1.469
H18 2.001 3.143 -0.485
H19 5.613 2.134 1.469
H20 5.238 1.744 3.174
H21 5.299 0.463 1.965

For the HOMO-LUMO gap, the calculation gives 8.709 eV. Its SMILES is CC(=O)OCCN(Cc1ccccc1)Cc1ccc2c(c1)OCO2. As for the calculated total energy: -1092.31752 a.u. As for the total charge: 0.



[9]
An isolated molecule of C19H21NO4. Source: the Open Molecules 2025 dataset; level of theory: the ωB97M-V functional and the def2-TZVPD basis.

Atoms and positions in Å:
C1 -6.517 -1.207 4.018
H1 -6.691 -2.130 3.451
O1 -5.146 -0.991 4.235
C2 -4.419 -0.852 3.039
C3 -2.978 -0.499 3.407
H2 -2.610 -1.201 4.158
H3 -2.942 0.521 3.801
O2 -2.102 -0.619 2.298
C4 -2.151 0.386 1.379
O3 -2.897 1.330 1.477
C5 -1.197 0.154 0.314
C6 -0.906 0.906 -0.814
C7 0.112 0.199 -1.506
C8 0.409 -0.944 -0.770
N1 -0.379 -0.962 0.314
H4 -0.398 -1.657 1.044
C9 1.445 -1.947 -1.119
H5 0.966 -2.808 -1.599
H6 1.957 -2.311 -0.225
C10 2.452 -1.331 -2.103
C11 3.455 -0.397 -1.463
C12 3.226 0.281 -0.274
C13 4.176 1.150 0.237
C14 5.369 1.357 -0.431
C15 5.611 0.683 -1.616
C16 4.662 -0.184 -2.123
H7 4.860 -0.709 -3.048
H8 6.540 0.834 -2.146
H9 6.106 2.037 -0.031
H10 3.977 1.670 1.162
H11 2.303 0.146 0.266
C17 1.709 -0.595 -3.230
C18 0.797 0.524 -2.745
O4 0.647 1.550 -3.372
H12 1.073 -1.306 -3.768
H13 2.419 -0.175 -3.943
H14 3.018 -2.151 -2.562
C19 -1.520 2.186 -1.235
H15 -2.275 2.497 -0.520
H16 -1.965 2.076 -2.222
H17 -0.749 2.951 -1.319
H18 -4.433 -1.794 2.466
H19 -4.847 -0.058 2.411
H20 -6.971 -0.369 3.475
H21 -6.975 -1.294 5.001

For the HOMO-LUMO gap, the calculation gives 9.147 eV. Its SMILES is COCCOC(=O)c1[nH]c2c(c1C)C(=O)C[C@@H](c1ccccc1)C2. As for the calculated total energy: -1092.35538 a.u. As for the total charge: 0.



[10]
A structure of composition C19H21O2Pm. Source: the Open Molecules 2025 dataset; level of theory: the ωB97M-V functional and the def2-TZVPD basis.

Atoms and positions in Å:
C1 0.643 2.576 -0.614
C2 1.699 1.830 -1.277
C3 1.094 1.040 -2.273
H1 2.715 1.689 -0.863
C4 -0.329 1.266 -2.246
C5 -0.634 2.173 -1.187
H2 -1.627 2.517 -0.859
H3 0.762 3.540 -0.117
H4 1.637 0.373 -2.947
H5 -1.018 0.901 -3.013
C6 0.369 -1.930 1.940
C7 0.609 -0.739 2.675
C8 -0.620 0.023 2.694
H6 1.584 -0.403 3.054
C9 -1.603 -0.706 1.959
C10 -1.012 -1.944 1.562
H7 -1.553 -2.792 1.140
H8 1.144 -2.667 1.719
H9 -0.765 0.998 3.169
H10 -2.633 -0.363 1.807
Pm1 0.301 0.127 0.186
O1 -1.211 -2.568 -2.640
C11 -0.225 -2.951 -3.632
C12 -1.690 -2.849 -4.009
H11 0.427 -2.143 -3.958
H12 0.184 -3.958 -3.547
H13 -1.954 -1.958 -4.587
H14 -3.215 -3.407 -6.185
C13 -3.238 -4.216 -5.451
C14 -2.500 -4.058 -4.245
C15 -2.489 -5.150 -3.349
H15 -1.905 -5.096 -2.429
C16 -3.226 -6.310 -3.619
H16 -3.227 -7.130 -2.896
C17 -3.961 -6.443 -4.806
H17 -4.529 -7.356 -5.016
C18 -3.952 -5.384 -5.729
H18 -4.506 -5.482 -6.670
C19 1.596 2.508 2.347
O2 1.118 1.738 1.273
H19 1.715 1.881 3.226
H20 0.817 3.245 2.499
H21 2.550 2.943 2.067

The spin multiplicity is 5. For the HOMO-LUMO gap (spin up / spin down), the calculation gives 6.630 / 6.714 eV. As for the calculated total energy: -1495.31821 a.u. As for the total charge: 0.



Number 1: largest force on an atom 0.0140 Eh/bohr. Number 2: largest force on an atom 0.0162 Eh/bohr. Number 3: largest force on an atom 0.0170 Eh/bohr. Number 4: largest force on an atom 0.0270 Eh/bohr. Number 5: largest force on an atom 0.1247 Eh/bohr. Number 6: largest force on an atom 0.0117 Eh/bohr. Number 7: largest force on an atom 0.3031 Eh/bohr. Number 8: largest force on an atom 0.0246 Eh/bohr. Number 9: largest force on an atom 0.0148 Eh/bohr. Number 10: largest force on an atom 0.0646 Eh/bohr.